Entry 1:
Molecular formula: C21H34BN6S3Se3TeV
Method: DFT, ωB97M-V/def2-TZVPD

Structure (XYZ):
```
70
Properties=species:S:1:pos:R:3:forces:R:3:mulliken_charge:R:1
V -0.3856 -0.0966 -0.0792 -0.120 -0.095 0.200 0.341
C -0.2857 3.9668 -2.6181 0.006 0.071 -0.056 -1.683
C 1.1651 3.4885 -2.5771 0.008 -0.141 0.115 1.323
C 2.0051 4.5349 -3.3164 0.004 -0.018 -0.026 -1.956
C 1.2789 2.1230 -3.2509 -0.020 -0.029 -0.024 -1.213
N 1.7098 3.3465 -1.1887 0.086 0.171 -0.083 0.376
C 3.0686 3.4682 -0.9279 -0.011 0.042 0.089 -0.159
C 3.2621 3.1339 0.3586 -0.043 0.005 -0.096 -1.294
N 2.0434 2.7774 0.8935 0.188 0.042 0.088 0.081
B 2.0395 2.1199 2.2954 0.021 -0.044 0.054 1.263
N 0.6655 2.1280 2.9961 -0.017 -0.028 0.039 -0.188
C 0.2074 3.2972 3.5634 -0.015 -0.034 -0.024 -1.324
C -1.0662 3.1050 3.9478 -0.004 0.002 0.001 -0.127
N -1.4015 1.7994 3.6238 -0.055 -0.011 0.015 0.497
C -0.3278 1.2106 3.0338 0.025 -0.073 -0.133 0.170
S -0.2414 -0.4030 2.4415 0.010 0.052 -0.031 -0.317
C -2.7645 1.2034 3.8030 0.119 0.106 -0.040 1.297
C -2.6747 -0.0193 4.7112 -0.037 -0.036 0.045 -1.610
C -3.6609 2.2404 4.4781 -0.043 -0.004 0.027 -2.284
C -3.3638 0.8625 2.4394 -0.027 0.006 0.012 -1.183
N 2.7025 0.7124 2.2472 -0.060 0.040 0.021 0.311
C 3.3159 0.2380 3.3837 0.019 -0.017 -0.024 -1.330
C 3.8402 -0.9681 3.1069 0.008 0.025 0.011 -0.308
N 3.5470 -1.2480 1.7823 -0.004 -0.068 -0.013 0.466
C 2.8201 -0.2144 1.2712 -0.057 0.052 -0.184 0.114
S 2.1924 -0.1135 -0.3337 0.073 0.042 0.139 -0.260
C 4.0435 -2.4573 1.0549 -0.063 0.092 0.103 1.363
C 4.9976 -2.0101 -0.0505 0.033 -0.023 -0.028 -1.593
C 2.8768 -3.2702 0.5042 0.024 -0.038 -0.010 -1.460
C 4.8139 -3.3362 2.0395 0.031 -0.037 -0.015 -2.269
C 1.1013 2.8894 -0.0607 -0.340 -0.173 -0.046 0.242
S -0.5569 2.4790 0.1454 0.173 0.006 -0.119 -0.477
H -0.4979 4.2218 -3.6594 -0.051 0.030 0.040 0.510
H -0.4339 4.8560 -2.0036 0.018 0.003 0.013 0.368
H -0.9887 3.2061 -2.2994 0.016 -0.030 0.004 0.319
H 1.5574 4.6914 -4.2974 0.007 0.016 0.009 0.458
H 3.0372 4.2296 -3.4828 0.001 -0.057 0.008 0.448
H 2.0006 5.4855 -2.7799 0.001 0.003 -0.006 0.435
H 0.9274 2.1924 -4.2823 0.001 -0.021 0.008 0.492
H 0.6579 1.3935 -2.7274 -0.026 0.011 -0.018 0.089
H 2.3106 1.7648 -3.2484 -0.001 0.028 0.008 0.295
H 3.7795 3.7749 -1.6683 -0.004 0.036 0.004 0.428
H 4.1642 3.0951 0.9430 -0.004 0.006 -0.004 0.526
H 2.7704 2.8034 2.9829 0.006 -0.014 0.007 -0.260
H 0.8322 4.1698 3.6322 -0.003 -0.004 -0.005 0.552
H -1.7492 3.7815 4.4218 0.010 0.000 -0.003 0.488
H -2.2566 0.2567 5.6826 -0.004 0.001 0.000 0.389
H -2.0612 -0.7984 4.2670 -0.002 0.010 -0.017 0.335
H -3.6817 -0.4125 4.8653 0.015 -0.013 0.011 0.448
H -3.2838 2.5364 5.4595 0.002 -0.015 0.000 0.505
H -4.6398 1.7831 4.6197 0.003 0.015 0.008 0.456
H -3.7973 3.1296 3.8610 0.012 -0.016 -0.022 0.469
H -2.8364 0.0556 1.9382 0.004 -0.017 0.032 0.135
H -3.3471 1.7322 1.7805 -0.007 0.014 0.008 0.305
H -4.4016 0.5528 2.5822 0.009 -0.004 -0.031 0.504
H 3.3205 0.8070 4.2962 -0.004 -0.004 -0.009 0.566
H 4.3858 -1.6403 3.7383 -0.009 0.015 0.000 0.511
H 4.4871 -1.3799 -0.7754 -0.010 -0.007 0.006 0.295
H 5.3837 -2.8932 -0.5642 0.002 0.020 -0.004 0.467
H 5.8406 -1.4576 0.3721 -0.006 -0.007 0.003 0.380
H 2.3588 -2.7520 -0.2961 0.033 0.014 -0.012 0.153
H 2.1448 -3.4857 1.2831 0.023 -0.003 0.011 0.480
H 3.2664 -4.2137 0.1146 -0.039 0.000 -0.004 0.383
H 5.6874 -2.8301 2.4551 -0.004 0.005 -0.015 0.506
H 5.1650 -4.2103 1.4917 0.005 -0.001 0.014 0.455
H 4.1781 -3.6869 2.8538 -0.011 0.002 -0.016 0.460
Se -2.5113 0.4414 -1.4596 0.117 -0.038 0.001 -0.369
Se -3.5959 -1.5858 -2.0056 0.007 0.070 -0.065 -0.322
Te -2.9313 -2.9568 -0.0174 0.038 -0.006 0.083 -0.243
Se -0.4534 -2.7288 -0.2248 -0.059 0.073 -0.049 -0.228
```
Forces are in eV/Å.

As for the spin multiplicity: 4. The value obtained for the LUMO energy (spin up / spin down) is 2.36 / 2.36 eV. Its charge is -1.


Entry 2:
Molecular formula: C4H8N2O5
Method: DFT, ωB97M-V/def2-TZVPD

Structure (XYZ):
```
19
Properties=species:S:1:pos:R:3:forces:R:3:mulliken_charge:R:1
C 1.7745 0.1950 -0.5741 0.615 0.644 0.834 0.986
C 2.4299 -1.1374 -0.4854 -4.187 -0.819 2.855 -1.062
C -2.9969 -0.1895 0.4679 -1.063 0.521 -1.772 -0.179
C 0.1945 1.5916 0.7338 1.981 -1.250 -0.674 -0.158
N -1.6842 0.3352 0.9126 -0.932 -0.467 0.553 -0.735
N -1.0145 0.9703 0.0667 -1.415 -1.003 1.065 1.267
O 1.7202 0.9576 -1.4859 0.247 0.340 -1.893 -0.589
O -1.2427 1.0929 -1.1557 0.659 0.941 0.171 -0.752
O -2.9817 -0.7321 -0.8490 -0.032 -0.021 0.682 -0.543
O 0.6006 2.6777 0.1015 -0.365 1.201 0.367 -0.509
O 1.2158 0.5016 0.6003 -1.471 0.159 2.072 -0.387
H 1.5243 -1.7886 -0.7883 1.725 0.385 0.260 0.236
H 3.2807 -1.3083 -1.0046 2.285 -0.284 -2.095 0.400
H 2.6111 -1.3542 0.6046 -0.207 0.138 -1.133 0.298
H -3.5071 -1.0097 1.0596 1.344 1.289 0.065 0.242
H -3.6609 0.7494 0.4642 0.668 -1.112 0.313 0.256
H -0.0095 1.7248 1.8374 0.217 -0.242 -1.558 0.338
H -2.5377 -0.0556 -1.3896 -0.105 -0.259 -0.061 0.409
H 0.8353 2.4372 -0.8155 0.037 -0.163 -0.050 0.483
```
Forces are in eV/Å.

As for the spin multiplicity: 1. The structure (SMILES) is CC(=O)O[C@@H](O)/[N+]([O-])=N/CO. The value obtained for the LUMO energy is 0.16 eV.


Entry 3:
Molecular formula: C15H24N4O
Method: DFT, ωB97M-V/def2-TZVPD

Structure (XYZ):
```
44
Properties=species:S:1:pos:R:3:forces:R:3:mulliken_charge:R:1
O 0.2160 -2.6073 -0.3878 1.057 1.063 0.335 -0.693
N -0.2071 -0.4020 -0.7237 2.817 1.838 2.695 -0.170
C 0.4668 -1.4095 -0.1303 -1.998 -3.550 0.195 0.233
C -1.0728 -0.4041 -1.6152 -1.475 -4.764 -0.508 -0.204
C 1.2909 2.4672 3.0649 -0.481 2.203 2.332 -0.668
C 1.8752 2.4917 1.8631 0.230 -3.436 -2.504 -0.824
C 0.7992 1.3201 3.6276 -0.081 -1.974 -0.178 -0.624
C 1.3406 0.1481 1.6206 1.256 -1.269 -1.182 0.184
C 1.8907 1.3080 1.0673 0.220 1.555 -0.961 0.234
C 0.9452 0.0317 2.9623 -0.226 2.371 -0.195 0.525
N 1.4048 -1.1038 0.8282 0.023 1.739 1.400 -0.144
N -1.2529 0.7314 -2.2133 -1.246 3.646 -0.385 -0.010
N -1.8128 -1.5664 -2.0490 -1.365 0.760 -0.761 0.361
C -1.6191 1.0937 -3.5440 -1.564 0.033 -0.125 -0.988
C -2.9879 -2.1361 -1.3411 0.377 -0.303 -0.377 -0.992
C -1.1989 -2.2794 -3.1484 -1.248 -0.831 -0.711 -0.865
C 2.2744 2.8502 -1.0503 -0.204 1.508 2.295 -1.399
C -1.0057 -1.5278 3.0141 1.496 2.050 -0.296 -0.999
C 2.4720 1.4782 -0.4176 -4.189 -0.897 -0.030 -0.118
C 0.4896 -1.2943 3.5063 -1.858 0.223 1.419 -0.830
H 1.2296 3.4320 3.6648 -0.029 -1.347 -0.789 0.253
H 2.3428 3.2843 1.4078 0.741 2.167 -0.445 0.501
H 0.2693 1.5448 4.5488 0.148 -1.080 0.274 0.332
H 1.6276 -1.8520 1.4817 -0.204 -0.229 -1.015 0.433
H -1.1515 1.4783 -1.5349 0.661 0.114 -0.621 0.314
H -1.3876 2.1428 -3.6422 -0.303 0.415 -0.014 0.373
H -0.9999 0.6359 -4.2787 0.480 -0.761 -0.524 0.346
H -2.6895 0.9020 -3.8011 0.726 0.162 0.186 0.271
H -3.5523 -1.4564 -0.7073 0.781 0.528 0.378 0.331
H -2.7205 -3.0364 -0.7707 0.097 0.266 0.112 0.303
H -3.8277 -2.4422 -1.9927 0.788 0.023 -0.594 0.311
H -0.6961 -1.5865 -3.8046 0.315 0.285 -0.209 0.253
H -1.9006 -2.8674 -3.8317 0.312 0.987 1.093 0.266
H -0.4992 -2.9999 -2.7949 0.855 -0.647 0.338 0.300
H 2.5498 2.7810 -2.0701 0.163 0.205 -1.085 0.437
H 2.8911 3.6650 -0.5551 -0.395 -0.949 -0.679 0.346
H 1.2311 3.2357 -0.9250 0.640 -0.571 -0.363 0.306
H -1.3262 -0.5223 2.6494 -0.411 -0.802 0.668 0.321
H -1.0055 -2.1151 2.1453 0.097 -1.050 -1.303 0.209
H -1.6709 -1.9853 3.7061 -0.420 -0.079 0.820 0.404
H 3.4338 1.1708 -0.5349 3.195 -0.596 0.437 0.477
H 2.0005 0.7704 -1.1885 -0.047 0.670 1.617 0.115
H 1.0895 -2.1901 3.2754 0.063 0.618 0.085 0.422
H 0.4543 -1.1793 4.6195 0.204 -0.295 -0.824 0.366
```
Forces are in eV/Å.

As for the spin multiplicity: 1. The structure (SMILES) is CCc1cccc(CC)c1NC(=O)/N=C(/NC)N(C)C. The value obtained for the LUMO energy is 0.65 eV.


Entry 4:
Molecular formula: C23H41ClP2Pt
Method: DFT, ωB97M-V/def2-TZVPD

Structure (XYZ):
```
68
Properties=species:S:1:pos:R:3:forces:R:3:mulliken_charge:R:1
Pt -1.5223 1.1385 -1.1221 0.431 -4.708 1.212 0.353
C 2.4642 -1.5071 2.1852 -0.148 -0.131 0.001 0.908
C 1.2828 -0.9100 2.7102 0.177 -0.049 0.025 0.381
C 0.9154 -3.1728 2.5111 -0.076 -0.235 0.035 0.606
C 2.2245 -2.8996 2.0421 0.181 -0.091 0.023 0.712
C 0.3300 -1.9456 2.9273 -0.050 0.003 0.245 0.581
C 3.7410 -0.8309 1.8780 0.299 0.353 0.081 -1.594
H 3.7480 0.1937 2.2678 0.044 -0.229 -0.099 0.448
H 3.9260 -0.7885 0.7930 -0.068 -0.140 0.234 0.265
H 4.5884 -1.3704 2.3254 -0.204 0.118 -0.135 0.456
C 3.1785 -3.9085 1.5362 0.304 -0.006 -0.307 -1.544
H 4.0426 -3.4287 1.0625 -0.165 -0.173 0.114 0.418
H 2.7012 -4.5661 0.7962 0.080 0.097 0.216 0.385
H 3.5580 -4.5531 2.3443 -0.164 0.139 -0.120 0.348
C 0.3055 -4.5161 2.5890 -0.402 -0.161 -0.045 -1.477
H 0.7916 -5.1346 3.3592 -0.008 0.164 -0.164 0.363
H 0.4056 -5.0543 1.6354 0.044 0.108 0.222 0.361
H -0.7593 -4.4565 2.8385 0.248 -0.060 -0.046 0.387
C -0.9979 -1.8016 3.5590 -0.398 0.234 -0.063 -1.496
H -0.9829 -2.1434 4.6069 0.083 0.025 -0.252 0.381
H -1.7571 -2.4001 3.0356 0.207 0.116 0.140 0.298
H -1.3279 -0.7562 3.5601 0.033 -0.291 0.035 0.325
C 1.1014 0.5242 3.0162 -0.241 0.428 -0.070 -1.188
H 1.5549 0.7934 3.9838 -0.072 -0.120 -0.211 0.369
H 0.0368 0.7845 3.0676 0.295 -0.034 0.027 0.375
H 1.5641 1.1609 2.2475 -0.062 -0.224 0.237 -0.014
C -0.7332 1.6055 -2.8760 1.126 0.091 -1.352 -0.118
C 0.6349 2.1870 -2.4963 1.764 0.755 -0.903 -0.667
C 0.5552 3.6061 -1.8579 0.759 0.463 -0.378 -0.772
C -0.5661 4.0024 -0.8848 0.134 -0.003 0.966 -1.125
C -1.5989 2.9886 -0.4317 -2.214 1.762 -0.001 -0.559
C -2.7685 2.6677 -1.3012 0.277 1.742 1.301 -0.022
C -2.8225 3.1586 -2.7303 -0.280 -0.110 -0.348 -0.844
C -1.6270 2.6567 -3.5814 0.131 -0.042 -0.511 -0.976
H 0.5127 4.3372 -2.6837 0.183 -0.477 0.231 0.428
H -1.0888 4.8903 -1.2757 0.089 -0.349 0.032 0.337
H 1.5105 3.8165 -1.3549 -0.237 0.024 -0.265 0.415
H -1.0229 3.5026 -3.9373 -0.159 -0.217 0.054 0.388
H -0.6332 0.7014 -3.4992 0.041 0.204 0.202 0.613
H 1.1718 2.3464 -3.4596 -0.176 0.347 -0.158 0.338
H -2.0222 2.1734 -4.4842 0.088 0.211 0.200 0.418
H -3.7508 2.7837 -3.1857 0.249 0.130 0.173 0.387
H -3.7249 2.5536 -0.7822 0.198 -0.086 -0.272 0.556
H -2.8972 4.2583 -2.7738 0.042 -0.310 0.164 0.344
H -0.0815 4.3432 0.0437 -0.108 0.027 -0.326 0.416
H -1.8139 3.0102 0.6474 0.077 0.075 -0.431 0.671
P 2.0786 1.1554 -1.8319 -3.255 0.341 0.162 0.829
C 2.8451 0.0005 -2.9646 0.687 0.002 -0.478 -1.026
C 3.0371 1.9469 -0.5376 0.637 0.419 -0.004 -1.292
P -4.1693 -1.4519 -0.5387 1.191 0.779 -0.054 0.102
C -2.8232 -0.5995 -1.5702 -1.488 -0.582 -0.912 -1.055
C -3.7123 -0.5809 1.0189 -0.168 0.070 0.378 -0.588
C -3.3119 -3.0601 -0.2674 -0.134 -0.095 -0.117 -0.862
H 2.5359 -1.0299 -2.7317 0.036 0.391 0.038 0.353
H 3.9431 0.0736 -2.8920 -0.374 -0.025 -0.069 0.391
H 2.5553 0.2302 -4.0045 0.055 0.009 0.436 0.397
H 2.3803 2.2856 0.2799 0.026 -0.201 -0.463 0.308
H 3.5646 2.8265 -0.9427 -0.094 -0.316 0.140 0.524
H 3.7835 1.2565 -0.1194 -0.231 0.127 -0.286 0.339
H -3.7115 -3.7675 -1.0087 0.268 0.064 0.318 0.322
H -3.5344 -3.4307 0.7415 0.046 -0.045 -0.261 0.339
H -2.2302 -2.9497 -0.4119 -0.119 -0.159 0.168 0.150
H -2.1320 -1.3887 -1.9094 0.202 0.410 0.061 0.400
H -3.3797 -0.2219 -2.4448 0.547 0.187 0.110 0.507
H -3.9304 -1.2164 1.8860 -0.024 0.247 -0.069 0.420
H -4.3126 0.3334 1.0795 0.137 -0.117 0.165 0.294
H -2.6487 -0.2981 0.9936 -0.224 -0.166 0.229 -0.175
Cl 0.8258 -0.1536 -0.6750 -0.076 -0.713 0.794 -0.314
```
Forces are in eV/Å.

As for the spin multiplicity: 5. The value obtained for the LUMO energy (spin up / spin down) is -6.38 / -8.09 eV. Its charge is +2.